C5H9INP | the ωB97M-V functional and the def2-TZVPD basis

Last column: natural (NBO) charge in e.
Positions of all 17 atoms, in Å:
C -2.7905 0.8013 -0.2802  -0.1569
C -1.6226 0.5014 -0.3048  -0.0934
C 0.0778 -1.3940 -0.5988  -0.6319
C 0.6390 1.0006 -1.3421  -0.6258
C -0.2566 0.1450 -0.4428  0.1754
N 0.3212 0.4112 1.3900  -0.9025
P 1.4873 -0.7362 1.8193  0.4860
I -1.3888 -0.1262 2.6851  0.2326
H -3.8293 1.1743 -0.2917  0.2536
H -0.4814 -1.6085 -1.4672  0.2238
H 1.1448 -1.4783 -0.6665  0.2213
H -0.2903 -1.9856 0.1836  0.2346
H 0.1926 1.8863 -1.6049  0.2250
H 1.5816 1.2380 -0.8408  0.2403
H 0.7089 0.4186 -2.1809  0.2179
H 2.5614 -0.2544 1.0723  -0.0639
H 1.9449 0.0064 2.8703  -0.0360

Computed properties:
2S+1: 1
E_LUMO (spin up / spin down), eV: -0.456 / -0.456
HOMO-LUMO gap (spin up / spin down), eV: 7.78 / 7.78
HOMO (spin up / spin down), Eh: -0.3028 / -0.3027

C9H15N4 | the ωB97M-V functional and the def2-TZVPD basis

Last column: natural (NBO) charge in e.
Positions of all 28 atoms, in Å:
C 0.5828 2.7708 -0.0145  -0.3135
C -0.6035 2.1638 -0.1423  0.0599
C 1.4770 1.7649 0.1105  0.0685
C -1.4586 -0.1897 -0.3911  0.2587
C 1.4554 -0.7540 -0.2730  0.2066
C -2.7777 0.1366 -1.1555  -0.6404
C -2.4613 -0.7917 1.6070  -0.4237
C 1.9039 -1.5073 1.0237  -0.6247
C 2.6240 -0.6558 -1.2019  -0.6470
N -0.8569 -1.3568 -0.7935  -0.1493
N 0.3670 -1.5758 -0.8220  -0.1370
N -0.4678 0.8698 -0.3234  -0.1676
N 0.8255 0.5857 -0.0517  -0.1331
H 0.7071 3.8079 0.2807  0.2746
H -1.6408 2.6895 -0.1167  0.2669
H 2.5662 1.6894 0.2241  0.2600
H -3.3199 -0.6886 -1.5210  0.2730
H -2.4056 0.4864 -2.1221  0.2245
H -3.2410 0.9395 -0.5811  0.2220
H -2.4302 -1.9549 1.6981  0.2473
H -3.4443 -0.4658 1.3125  0.2011
H -1.8546 -0.0935 2.1266  0.2000
H 1.0219 -1.5456 1.7233  0.2250
H 2.7279 -0.9116 1.6041  0.2350
H 2.2096 -2.5652 0.9157  0.2710
H 2.4497 -0.1445 -2.1644  0.2409
H 3.0426 -1.6287 -1.4773  0.2697
H 3.5406 -0.1083 -0.7533  0.2314

Computed properties:
2S+1: 1
Net charge: +1
E_LUMO (spin up / spin down), eV: -4.438 / -4.433
HOMO-LUMO gap (spin up / spin down), eV: 8.04 / 8.05
HOMO (spin up / spin down), Eh: -0.4586 / -0.4587

C4H8N2 | the ωB97M-V functional and the def2-TZVPD basis

Last column: natural (NBO) charge in e.
Positions of all 14 atoms, in Å:
C 1.3103 0.7561 -0.7231  -0.4155
N 0.5025 -0.1519 0.0757  -0.4137
C -0.0809 0.4592 1.2281  -0.4063
C -0.6210 -0.6478 -0.6511  -0.3269
C -1.2324 -1.8157 -0.0009  0.2703
N -1.8085 -2.6532 0.5504  -0.3137
H 0.7186 1.5919 -1.1326  0.1733
H 1.7676 0.2052 -1.5521  0.2068
H 2.1112 1.1690 -0.1022  0.2116
H -0.4861 -0.3053 1.9005  0.2188
H -1.0875 0.9788 0.7732  0.1381
H 0.6721 1.0709 1.7483  0.2158
H -0.3254 -0.9051 -1.6826  0.2488
H -1.4404 0.2479 -0.4316  0.1928

Computed properties:
2S+1: 1
E_LUMO, eV: 0.858
HOMO-LUMO gap, eV: 10.45
HOMO, Eh: -0.3525
Structure (SMILES): CN(C)CC#N

Computed electronic energy, in the same sequence as the records: -24205.20907 -15524.71349 -7256.04316 eV.